Formula: C9H14
Source: the Open Molecules 2025 dataset
Level of theory: ωB97M-V/def2-TZVPD

## Properties
* LUMO level: 1.02 eV
* SMILES: Cc1ccccc1.CC

Each line ends with the Mulliken charge.
Element x y z (Å)
C -1.993 0.476 -0.539  -1.472
C -1.032 -0.678 -0.709  0.696
C -0.923 -1.700 0.222  -0.317
C -0.168 -2.836 -0.061  -0.512
C 0.572 -2.908 -1.233  -0.462
C 0.590 -1.807 -2.087  -0.482
C -0.224 -0.711 -1.848  -0.311
H -2.082 0.760 0.514  0.333
H -2.987 0.213 -0.889  0.399
H -1.600 1.350 -1.047  0.319
H -1.439 -1.608 1.172  0.373
H -0.203 -3.684 0.603  0.366
H 1.217 -3.741 -1.457  0.371
H 1.281 -1.860 -2.919  0.367
H -0.176 0.093 -2.572  0.325
C 1.173 2.895 2.088  -1.036
C 1.052 1.703 1.147  -0.572
H 1.726 3.705 1.597  0.291
H 0.229 3.363 2.369  0.308
H 1.773 2.675 2.987  0.297
H 0.558 2.042 0.234  0.168
H 0.610 0.835 1.623  0.227
H 2.045 1.424 0.804  0.322

Formula: C9H14
Source: the Open Molecules 2025 dataset
Level of theory: ωB97M-V/def2-TZVPD

## Properties
* LUMO level: 0.95 eV
* SMILES: Cc1ccccc1.CC

Each line ends with the Mulliken charge.
Element x y z (Å)
C 0.033 -1.403 2.357  -1.410
C 0.478 -1.268 0.978  1.100
C -0.357 -1.236 -0.163  -0.708
C 0.288 -0.902 -1.379  -0.157
C 1.633 -0.927 -1.588  -0.378
C 2.493 -1.273 -0.472  -0.494
C 1.901 -1.271 0.809  -0.498
H 0.789 -2.016 2.977  0.283
H -0.959 -1.750 2.704  0.359
H -0.169 -0.482 2.954  0.279
H -1.415 -1.597 -0.066  0.375
H -0.281 -0.699 -2.323  0.304
H 1.909 -0.721 -2.674  0.277
H 3.574 -1.441 -0.485  0.353
H 2.689 -1.241 1.577  0.312
C -0.971 2.689 -0.777  -0.722
C -2.287 1.929 -0.637  -0.876
H -0.909 3.383 -1.564  0.326
H -0.695 3.292 0.193  0.231
H -0.007 2.092 -0.788  0.165
H -3.049 2.511 -0.167  0.342
H -2.559 1.291 -1.417  0.372
H -2.129 1.040 -0.052  0.166

Formula: C9H14
Source: the Open Molecules 2025 dataset
Level of theory: ωB97M-V/def2-TZVPD

## Properties
* LUMO level: 1.02 eV
* SMILES: Cc1ccccc1.CC

Each line ends with the Mulliken charge.
Element x y z (Å)
C -0.261 3.854 -0.596  -1.189
C -0.586 2.437 -0.239  0.708
C 0.350 1.426 -0.077  -0.705
C 0.059 0.069 -0.110  0.025
C -1.292 -0.313 -0.257  -0.517
C -2.224 0.680 -0.371  -0.262
C -1.927 2.048 -0.391  -0.623
H 0.579 4.132 0.072  0.362
H -1.044 4.491 -0.188  0.370
H 0.056 3.995 -1.621  0.265
H 1.391 1.731 0.006  0.284
H 0.862 -0.628 0.065  0.210
H -1.473 -1.376 -0.334  0.361
H -3.248 0.325 -0.454  0.311
H -2.725 2.758 -0.540  0.338
C 1.715 -2.678 1.105  -0.815
C 1.185 -3.737 0.209  -0.865
H 0.942 -2.030 1.504  0.258
H 2.228 -3.013 2.014  0.345
H 2.434 -2.031 0.598  0.258
H 0.727 -3.370 -0.727  0.266
H 0.353 -4.342 0.580  0.288
H 1.902 -4.427 -0.248  0.325

Energy above the lowest of the compared OMol25 structures with the same formula, charge and spin, respectively: 5.6; 49.2; 16.3 kcal/mol.
Highest occupied orbital energy, respectively: -9.0; -8.9; -9.0 eV.